{"formula": "C4H13N3", "method": "ωB97M-V/def2-TZVPD", "smiles": "CN(C)/[N+](C)=C\\[NH3+]", "charge": 2, "homo_ha": [-0.682, -0.682], "species": ["C", "N", "C", "N", "C", "C", "N", "H", "H", "H", "H", "H", "H", "H", "H", "H", "H", "H", "H", "H"], "positions_angstrom": [[-0.575, -1.054, 1.642], [0.085, -0.502, 0.439], [1.503, -0.672, 0.234], [-0.561, 0.529, -0.131], [-1.640, 1.365, 0.445], [-0.214, 0.870, -1.339], [0.831, 0.150, -2.045], [-1.242, -1.695, 1.274], [0.108, -1.613, 2.156], [-1.005, -0.212, 2.338], [2.097, -0.866, 1.257], [1.700, -1.553, -0.241], [2.104, 0.160, -0.052], [-2.101, 1.825, -0.310], [-1.268, 1.923, 1.294], [-2.382, 0.616, 0.754], [-0.746, 1.665, -2.003], [1.434, 0.819, -2.531], [0.627, -0.265, -2.929], [1.204, -0.661, -1.587]]}

***

{"formula": "C27H31N3O4", "method": "ωB97M-V/def2-TZVPD", "smiles": "COc1cccc([C@H]2c3[nH]c4ccccc4c3C[C@H]3C(=O)N(CCCOC(C)C)CC(=O)N23)c1", "homo_ha": -0.286, "species": ["C", "O", "C", "C", "C", "C", "C", "C", "C", "N", "C", "C", "C", "C", "C", "C", "C", "C", "C", "C", "O", "N", "C", "C", "C", "O", "C", "C", "C", "C", "C", "O", "N", "C", "H", "H", "H", "H", "H", "H", "H", "H", "H", "H", "H", "H", "H", "H", "H", "H", "H", "H", "H", "H", "H", "H", "H", "H", "H", "H", "H", "H", "H", "H", "H"], "positions_angstrom": [[1.338, 5.919, 3.646], [0.905, 5.299, 2.459], [0.798, 3.941, 2.437], [1.088, 3.098, 3.504], [0.933, 1.731, 3.351], [0.500, 1.188, 2.156], [0.210, 2.024, 1.086], [-0.244, 1.494, -0.265], [0.815, 1.749, -1.279], [0.922, 2.817, -2.128], [2.055, 2.656, -2.879], [2.594, 3.463, -3.871], [3.760, 3.043, -4.475], [4.381, 1.848, -4.104], [3.855, 1.041, -3.120], [2.676, 1.439, -2.492], [1.859, 0.890, -1.463], [1.917, -0.359, -0.658], [0.500, -0.936, -0.552], [0.449, -2.047, 0.507], [1.435, -2.485, 1.064], [-0.806, -2.468, 0.749], [-1.055, -3.455, 1.779], [-1.113, -4.887, 1.243], [-2.267, -5.118, 0.268], [-3.462, -4.677, 0.879], [-4.683, -4.995, 0.230], [-4.966, -6.500, 0.195], [-4.799, -4.386, -1.170], [-1.908, -1.865, 0.040], [-1.775, -0.344, 0.022], [-2.712, 0.405, 0.209], [-0.518, 0.061, -0.240], [0.360, 3.392, 1.235], [1.343, 6.987, 3.436], [2.349, 5.600, 3.921], [0.654, 5.718, 4.477], [1.430, 3.489, 4.449], [1.158, 1.079, 4.181], [0.385, 0.119, 2.070], [-1.190, 1.985, -0.529], [0.284, 3.592, -2.185], [2.115, 4.388, -4.158], [4.205, 3.648, -5.252], [5.294, 1.557, -4.603], [4.342, 0.121, -2.836], [2.568, -1.108, -1.108], [2.295, -0.152, 0.347], [0.241, -1.393, -1.524], [-0.231, -3.384, 2.494], [-1.997, -3.217, 2.276], [-1.235, -5.554, 2.097], [-0.174, -5.128, 0.743], [-2.085, -4.569, -0.667], [-2.321, -6.188, 0.028], [-5.424, -4.517, 0.883], [-6.010, -6.666, -0.055], [-4.765, -6.938, 1.170], [-4.353, -7.001, -0.551], [-4.120, -4.875, -1.865], [-5.814, -4.515, -1.535], [-4.573, -3.323, -1.141], [-2.846, -2.141, 0.523], [-1.940, -2.209, -1.005], [0.136, 4.067, 0.423]]}

***

{"formula": "C52H120N7O24", "method": "ωB97M-V/def2-TZVPD", "charge": 3, "homo_ha": -0.487, "species": ["C", "O", "C", "C", "N", "H", "H", "C", "C", "O", "C", "H", "H", "H", "H", "H", "H", "H", "H", "H", "H", "H", "H", "H", "H", "C", "O", "C", "C", "N", "H", "H", "C", "C", "O", "C", "H", "H", "H", "H", "H", "H", "H", "H", "H", "H", "H", "H", "H", "H", "C", "O", "C", "C", "N", "H", "H", "C", "C", "O", "C", "H", "H", "H", "H", "H", "H", "H", "H", "H", "H", "H", "H", "H", "H", "C", "O", "C", "C", "N", "H", "H", "C", "C", "O", "C", "H", "H", "H", "H", "H", "H", "H", "H", "H", "H", "H", "H", "H", "H", "C", "O", "C", "C", "N", "H", "H", "C", "C", "O", "C", "H", "H", "H", "H", "H", "H", "H", "H", "H", "H", "H", "H", "H", "H", "C", "C", "C", "C", "C", "C", "N", "O", "C", "C", "C", "H", "H", "H", "H", "H", "H", "H", "H", "H", "H", "H", "H", "H", "H", "H", "H", "H", "H", "C", "C", "C", "C", "C", "C", "N", "O", "C", "C", "C", "H", "H", "H", "H", "H", "H", "H", "H", "H", "H", "H", "H", "H", "H", "H", "H", "H", "H", "O", "C", "O", "O", "H", "O", "C", "O", "O", "H", "O", "C", "O", "O", "H", "O", "C", "O", "O", "H"], "positions_angstrom": [[-3.278, 1.434, -5.878], [-2.749, 2.617, -5.137], [-2.441, 2.259, -3.820], [-1.386, 3.307, -3.355], [-0.119, 3.204, -4.088], [0.622, 2.524, -3.647], [-0.389, 2.719, -4.953], [0.677, 4.477, -4.338], [1.438, 4.852, -3.080], [0.449, 5.063, -2.186], [0.934, 5.332, -0.875], [-4.235, 1.108, -5.447], [-2.532, 0.624, -5.863], [-3.520, 1.784, -6.872], [-2.128, 1.220, -3.620], [-3.299, 2.451, -3.180], [-1.173, 3.227, -2.282], [-1.850, 4.280, -3.552], [-0.011, 5.263, -4.714], [1.413, 4.342, -5.166], [2.034, 5.775, -3.348], [2.156, 4.028, -2.852], [0.073, 5.715, -0.320], [1.710, 6.043, -0.750], [1.194, 4.395, -0.367], [2.403, 11.225, 4.395], [2.321, 10.227, 3.339], [3.527, 9.620, 3.012], [3.842, 8.363, 3.838], [2.994, 7.272, 3.483], [3.398, 6.855, 2.092], [3.328, 6.479, 4.022], [1.661, 7.429, 4.000], [0.841, 6.170, 3.628], [1.511, 4.975, 4.003], [1.486, 4.114, 2.942], [3.427, 11.623, 4.457], [2.177, 10.751, 5.343], [1.597, 11.973, 4.243], [4.387, 10.277, 3.107], [3.383, 9.265, 2.007], [3.788, 8.599, 4.902], [4.873, 8.174, 3.631], [1.244, 8.299, 3.520], [1.658, 7.520, 5.061], [0.695, 6.095, 2.532], [-0.161, 6.318, 4.045], [0.457, 3.800, 2.798], [2.229, 3.334, 3.069], [1.816, 4.698, 2.050], [4.865, -2.354, 3.055], [4.427, -3.723, 3.107], [3.691, -3.986, 4.289], [3.448, -5.497, 4.191], [2.750, -5.695, 2.868], [1.983, -5.048, 2.739], [3.366, -5.283, 2.163], [2.429, -7.084, 2.566], [1.994, -7.127, 1.084], [2.775, -6.280, 0.355], [3.017, -6.560, -1.017], [4.860, -1.854, 4.006], [4.226, -1.739, 2.428], [5.874, -2.298, 2.630], [2.754, -3.469, 4.112], [4.129, -3.643, 5.250], [2.750, -5.782, 4.950], [4.426, -5.973, 4.204], [1.702, -7.508, 3.245], [3.360, -7.641, 2.721], [0.912, -6.938, 0.974], [2.125, -8.172, 0.790], [3.716, -7.382, -1.137], [3.445, -5.669, -1.424], [2.041, -6.794, -1.448], [-2.158, -0.703, -0.950], [-0.737, -0.634, -1.249], [-0.016, -1.143, -0.095], [1.441, -0.639, -0.111], [1.430, 0.830, -0.411], [1.306, 1.059, -1.382], [0.587, 1.190, 0.109], [2.576, 1.579, 0.161], [3.879, 0.827, 0.074], [4.209, 0.585, -1.294], [5.507, 0.148, -1.464], [-2.593, -1.690, -1.144], [-2.730, 0.058, -1.467], [-2.251, -0.593, 0.124], [-0.045, -2.245, -0.121], [-0.581, -0.750, 0.754], [1.798, -1.120, -1.000], [1.864, -0.941, 0.844], [2.352, 1.838, 1.168], [2.591, 2.538, -0.360], [3.879, -0.124, 0.651], [4.622, 1.442, 0.557], [5.491, -0.383, -2.421], [5.692, -0.597, -0.721], [6.219, 0.971, -1.513], [-2.023, 4.159, 6.827], [-1.483, 2.862, 6.623], [-0.559, 2.777, 5.494], [-0.813, 1.602, 4.674], [-0.441, 0.300, 5.373], [0.574, 0.426, 5.296], [-0.764, 0.463, 6.351], [-0.801, -0.880, 4.601], [-2.351, -1.040, 4.659], [-3.042, -0.074, 3.985], [-3.091, -0.370, 2.598], [-2.587, 4.453, 5.919], [-1.171, 4.823, 7.060], [-2.777, 4.243, 7.605], [0.504, 2.872, 5.807], [-0.671, 3.694, 4.910], [-0.140, 1.673, 3.815], [-1.834, 1.657, 4.304], [-0.322, -1.788, 5.015], [-0.509, -0.720, 3.583], [-2.576, -0.962, 5.691], [-2.699, -2.054, 4.377], [-2.186, -0.685, 2.109], [-3.468, 0.532, 2.104], [-3.790, -1.194, 2.413], [-7.810, -3.050, -2.500], [-7.577, -2.937, -0.955], [-8.224, -4.041, -0.096], [-7.559, -5.382, -0.201], [-6.140, -5.301, 0.325], [-5.310, -4.350, -0.473], [-6.037, -3.065, -0.723], [-5.184, -1.972, -0.986], [-4.924, -4.896, -1.847], [-3.977, -3.978, 0.195], [-7.908, -1.533, -0.452], [-7.089, -2.384, -2.995], [-8.864, -2.800, -2.685], [-7.809, -4.031, -2.884], [-9.285, -4.106, -0.361], [-8.312, -3.613, 0.918], [-7.606, -5.747, -1.239], [-8.130, -6.108, 0.376], [-5.677, -6.303, 0.355], [-6.269, -5.065, 1.398], [-5.715, -5.424, -2.420], [-4.202, -5.631, -1.566], [-4.648, -3.999, -2.421], [-3.392, -4.837, 0.532], [-4.269, -3.318, 1.018], [-3.302, -3.431, -0.474], [-7.617, -0.758, -1.170], [-7.548, -1.306, 0.585], [-9.002, -1.525, -0.433], [3.552, -3.852, -5.245], [2.152, -3.611, -5.731], [1.583, -4.886, -6.453], [0.043, -4.827, -6.656], [-0.503, -4.797, -5.240], [-0.293, -3.479, -4.510], [1.298, -3.469, -4.415], [1.694, -3.448, -3.384], [-0.830, -3.438, -3.110], [-0.809, -2.274, -5.247], [2.025, -2.282, -6.643], [3.978, -2.909, -4.883], [4.119, -4.189, -6.110], [3.552, -4.562, -4.416], [1.745, -5.734, -5.744], [2.120, -5.156, -7.360], [-0.348, -5.670, -7.260], [-0.192, -3.945, -7.233], [-0.041, -5.557, -4.608], [-1.530, -5.100, -5.137], [-0.423, -4.233, -2.487], [-1.892, -3.691, -3.173], [-0.736, -2.443, -2.706], [-0.653, -2.213, -6.310], [-0.423, -1.502, -4.573], [-1.885, -2.395, -5.058], [1.099, -2.226, -7.225], [2.885, -2.362, -7.318], [2.185, -1.378, -6.063], [3.131, 0.350, 2.902], [2.292, -0.512, 3.689], [1.962, -1.603, 3.178], [2.140, -0.118, 4.864], [3.805, 0.556, 3.584], [4.609, 4.992, -0.357], [4.464, 5.498, 1.002], [5.265, 5.124, 1.837], [3.609, 6.404, 1.018], [5.545, 5.065, -0.365], [-2.327, 2.674, 0.084], [-1.456, 2.588, 1.293], [-1.971, 3.092, 2.265], [-0.481, 1.857, 1.062], [-3.037, 3.282, 0.301], [2.222, -0.652, -3.103], [1.620, 0.392, -3.762], [1.625, 1.449, -3.117], [1.132, 0.131, -4.845], [2.915, -0.322, -2.523]]}